Entry 1:
The following is a quantum chemistry calculation of a molecular structure, C39H87O33P6Zr in a non-equilibrium geometry, from the OMol25 dataset.

Atoms and positions in Å:
H 4.492 -1.385 2.701
O 0.486 0.236 5.314
H 2.756 5.153 0.757
C -0.076 -4.127 -5.832
C 0.141 -3.420 -3.770
C -5.541 0.028 0.019
H -0.941 -3.930 6.413
H 1.771 -2.551 -4.737
H -1.323 -4.646 3.567
C -4.467 -4.532 -1.304
H 1.694 6.517 2.165
H 3.843 -2.872 -1.110
H 3.090 0.410 -3.391
H 5.836 -0.832 -2.993
H 0.705 7.073 0.771
O -2.000 -3.732 1.254
C 3.605 3.726 -2.684
C -2.888 -0.137 -3.776
C -3.263 -1.449 -4.548
H -3.983 -5.119 -2.085
H -0.683 -3.023 -3.177
H -5.067 2.040 -3.902
H 3.105 4.038 4.371
Zr -0.455 0.350 0.374
H 3.903 4.488 -1.964
H -7.463 0.847 -0.460
C -0.712 -5.044 2.757
C 4.197 1.374 1.003
H 3.496 4.392 -3.540
H 2.276 -0.118 6.339
H 1.321 0.913 8.332
H -0.225 -2.971 2.147
H -1.955 7.729 -2.664
C -7.022 0.399 0.430
O 1.811 -1.994 -1.933
C 4.090 -2.148 3.367
C -1.326 -2.073 5.391
O 1.186 3.874 -2.224
H 3.524 0.517 0.988
C 0.968 6.226 1.405
H -4.340 3.567 -3.999
H -1.874 -0.364 -3.447
H -2.311 4.305 -4.600
C 4.840 -0.891 -3.430
H -7.062 1.141 1.227
C 2.526 -2.192 3.293
H 4.497 3.163 -2.960
O -2.549 1.029 -0.647
H -2.751 -2.335 -4.172
H -2.066 -2.525 4.731
H -6.840 4.033 -3.164
P 0.990 -1.175 -1.078
O -3.612 -2.329 2.639
C -6.100 3.518 -2.552
H -0.264 5.834 -3.116
C -1.243 -2.899 6.598
O 0.716 -1.389 0.432
H -5.028 0.059 0.980
C 0.789 0.995 7.384
O 5.647 -3.653 -0.657
O -0.326 2.499 -0.514
O -5.093 1.089 -0.809
H 4.776 3.065 5.980
C 1.192 -0.089 6.456
O -0.127 -2.192 4.597
O 4.916 -5.108 0.767
O 0.175 -2.815 -5.964
O 2.654 2.290 3.366
H -2.262 -3.099 6.930
C 5.980 -4.701 0.100
H 4.242 -1.676 -2.969
O -0.176 -0.208 2.701
H -6.490 2.656 -2.010
H 2.175 -2.355 2.274
H -5.773 4.174 -1.745
H 0.124 4.042 -4.378
O -3.845 0.008 -2.722
C -4.847 2.914 -3.288
H 3.222 2.254 6.057
C 0.684 -2.476 -4.699
H -2.968 -1.505 -5.596
P 2.097 2.548 1.856
O 4.729 -0.658 -6.816
H 0.263 -5.456 3.013
H -2.947 0.694 -4.480
C 4.370 -3.208 -0.217
H 0.094 5.914 1.978
C -0.490 3.142 -4.366
P -0.293 3.313 -1.833
H -1.283 -5.926 2.466
H 2.182 -3.073 3.835
O 7.055 -5.269 0.066
C 4.621 -0.498 -5.641
H -5.275 -2.755 4.683
O 3.356 2.542 0.929
H -4.307 -5.079 -0.375
C 3.503 3.046 4.158
H 0.342 -1.462 -4.494
H 0.966 -1.106 6.778
P -3.645 1.163 -1.605
H 3.187 -4.552 1.146
H -2.808 6.243 -3.208
H -1.682 3.663 -6.126
O -0.663 2.518 -3.145
C -4.192 -3.508 3.001
H 4.500 -2.433 0.539
H 0.774 -3.747 -2.945
O -0.522 -0.865 -1.253
H 4.469 -1.801 4.328
C 3.824 -4.523 0.261
C -0.679 -3.870 1.730
O 4.918 -1.454 -4.734
H -2.405 2.539 -4.948
P -2.801 -2.331 1.167
C -1.819 3.451 -5.066
H 4.415 -3.153 3.096
H -2.741 6.680 -1.537
C -3.613 -3.278 -1.117
O -1.327 4.502 -1.878
C -5.461 -3.192 3.702
O -3.706 2.610 -2.440
H 2.012 2.189 -3.017
H -6.061 -2.570 3.037
C -0.927 5.792 -2.252
H 0.054 -4.232 1.008
H -5.518 -0.899 -0.553
C -2.152 6.678 -2.454
H -0.192 6.219 -1.570
H 0.030 2.397 -4.968
H 4.680 1.241 1.971
C 2.294 2.943 -2.283
O 1.179 0.287 -0.849
P 0.506 -0.730 3.979
O -2.019 -1.115 0.867
H -0.579 -2.464 7.345
O 0.016 -4.845 -6.820
H -2.548 -3.495 -1.033
H 3.317 -5.023 -0.565
H 4.635 1.465 5.344
H 1.202 4.656 -0.028
H 1.048 1.957 6.942
C 4.099 2.411 5.430
O -4.053 -2.760 0.154
H -7.610 -0.487 0.670
C 5.379 1.387 -0.087
H -1.789 -1.094 5.514
O -0.340 -4.500 -4.565
C 4.155 0.447 -3.624
H -4.496 -4.126 2.156
H -0.275 1.099 7.596
H 5.048 0.974 -1.040
C 1.689 4.976 0.893
H -6.076 -4.081 3.841
H -4.348 -1.408 -4.642
H 4.374 3.223 3.527
H 2.350 2.446 -1.314
H 6.200 0.747 0.234
H 5.661 2.400 -0.375
H -5.507 -4.309 -1.541
O 4.191 0.589 -5.032
O 1.572 4.072 1.990
O 2.131 -1.028 3.838
O 1.087 1.646 1.368
H -3.781 -2.460 -1.817
H 4.740 1.222 -3.130
H -3.485 -4.099 3.583

- Charge: +1
- Highest occupied orbital energy: -10.92 eV
- Calculated total energy: -166446.060 eV
- ΔE to the lowest compared entry with this formula, charge and spin: 4.4769 eV
- Kohn-Sham gap: 9.0785 eV

Atomic partial charges in e from the Mulliken method, atoms 1 to 4: 0.1252 0.0963 0.3026 0.4945


Entry 2:
The following is a quantum chemistry calculation of a molecular structure, C28H55N9O2PTl, from the OMol25 dataset.

Atoms and positions in Å:
H 0.541 5.401 -2.051
C -4.438 1.097 -2.633
N 1.104 -2.164 -2.711
P 1.213 -1.054 -1.530
O 0.085 3.171 -1.161
C 1.908 0.098 4.550
H -4.281 -2.276 2.422
H -0.772 -3.444 2.127
C -4.894 2.386 -2.586
H -1.938 1.971 2.550
C -2.977 3.000 -1.334
H -5.146 -0.416 3.878
H -0.102 1.902 5.063
N 0.584 4.678 -2.747
H 2.563 0.818 0.199
H 4.209 -1.812 -1.687
C -3.503 -0.265 2.493
C 0.739 -3.210 -4.778
C 0.053 -3.314 1.429
H -1.515 -1.002 2.969
N -2.521 1.717 -1.361
H 4.885 0.209 0.064
C 1.702 1.477 3.916
H -1.728 -0.637 -1.949
H 4.959 1.831 -0.630
C 1.569 -3.562 -2.553
H -3.702 0.754 0.738
C 0.375 3.411 -2.358
H -3.240 -1.180 -2.565
C 3.061 2.136 3.642
H 0.741 2.616 -4.220
C -4.144 3.373 -1.929
H -0.943 -1.538 0.679
H -0.061 -1.244 -4.224
H 5.923 -0.190 -2.130
H -3.495 2.442 2.338
O 0.071 -0.040 -1.714
H 2.703 -2.980 0.440
H 1.865 -3.373 2.673
C 4.538 0.836 -0.760
H -3.093 -1.929 1.159
H -4.990 0.322 -3.146
N -2.986 0.673 1.455
H 0.998 -1.832 2.680
H 2.764 -3.822 -4.336
H -5.481 0.647 2.515
H -2.063 0.313 4.017
C -2.385 -0.580 3.478
H -2.739 -1.297 4.218
H 2.641 1.759 -1.293
C 1.291 -2.680 2.061
H 0.410 1.473 -2.945
H 0.873 4.922 -3.678
N -2.697 2.013 1.874
Tl -0.809 1.322 -0.059
C -3.925 -1.515 1.729
H 3.606 2.247 4.579
H 0.949 -3.175 -5.845
H -4.433 1.184 3.846
C 3.013 0.856 -0.796
N 1.020 -1.788 -0.087
H 3.672 -1.201 -3.262
C 4.905 0.191 -2.098
H 0.955 -0.409 4.713
H 0.811 -4.150 -2.029
C 0.849 -1.838 -4.124
N 0.465 2.430 -3.272
C 2.081 -2.182 0.855
C 0.861 2.365 4.844
C 0.984 1.332 2.640
H 2.399 0.219 5.516
H 1.591 -5.114 -4.086
C 3.873 -0.922 -2.229
C -4.707 0.333 3.220
H 2.497 -3.619 -1.983
C -0.288 -2.337 0.308
H 2.541 -0.531 3.924
H 4.784 0.912 -2.910
H 3.664 1.524 2.968
H -0.788 -2.819 -0.535
N 2.671 -0.340 -1.592
C 0.378 1.259 1.599
H 1.680 -1.268 -4.555
C -3.212 0.768 -2.021
H 2.935 3.123 3.198
H -2.361 3.705 -0.796
H 0.300 -4.292 1.012
H -5.832 2.642 -3.060
H -4.474 4.399 -1.883
N -2.731 -0.496 -2.030
H 1.389 2.506 5.788
H 0.687 3.345 4.399
C 1.752 -4.042 -3.992
H -4.739 -1.293 1.034
H -0.267 -3.610 -4.640
H 2.719 -1.328 1.095

- Charge: +2
- Highest occupied orbital energy: -14.27 eV
- Calculated total energy: -61406.811 eV
- ΔE to the lowest compared entry with this formula, charge and spin: 0.0000 eV
- Kohn-Sham gap: 9.3390 eV

Atomic partial charges in e from the Mulliken method, atoms 1 to 4: 0.2691 -1.1038 0.5750 -2.1467


Entry 3:
The following is a quantum chemistry calculation of a molecular structure, C20H23CoN10O5S2Se, from the OMol25 dataset.

Atoms and positions in Å:
N -3.959 3.596 0.211
H -1.216 1.885 2.604
H -2.376 1.641 3.927
C 0.893 4.399 0.433
H -4.344 0.912 -0.480
N -0.594 0.001 -0.389
C -2.860 -0.601 -0.732
H 1.588 -4.924 -1.758
S 1.896 -0.117 -2.357
H 3.717 1.028 -4.126
N -1.309 -2.132 2.400
C -0.214 3.540 0.313
H 0.390 -3.324 2.289
O -4.803 3.022 -0.443
H -3.735 -0.349 3.631
H 0.744 5.460 0.592
H 3.033 4.504 0.394
C -0.635 -3.335 1.930
H -0.640 -3.374 0.841
C 2.328 2.501 0.124
C 2.972 0.763 -4.873
Co 1.313 -0.184 -0.176
N 3.406 -1.548 0.169
C -1.460 1.277 3.472
N 1.290 1.690 0.026
C -2.342 1.665 -0.140
N 0.370 -3.231 -1.828
S -0.358 1.797 -3.102
O 1.688 1.311 -4.526
H 3.311 2.057 0.044
C -1.499 -0.907 -0.701
C -1.585 3.951 0.363
H 3.380 -5.272 -0.469
C -0.733 -0.928 2.560
C -2.577 3.063 0.150
H 3.215 1.216 -5.828
N 3.384 -4.298 -0.212
H 4.189 -3.920 0.262
H 2.908 -0.319 -4.980
C -2.851 -0.806 3.221
O 3.186 -0.309 0.292
H -3.276 -2.926 2.769
N 1.427 -4.015 -1.345
C 0.045 2.196 0.095
C -3.294 0.671 -0.444
N 2.318 -2.166 -0.313
H -0.647 1.332 4.191
C -2.626 -2.070 2.800
Se 1.065 -0.477 2.249
N -1.672 -0.112 3.069
O -4.138 4.565 0.908
C 1.072 1.049 -3.388
C -1.006 1.264 -0.131
H -1.120 -1.890 -0.938
H -3.569 -1.372 -0.998
H -1.837 4.984 0.568
O 4.462 -2.036 0.460
C 2.408 -3.493 -0.604
H 0.661 -2.716 -2.657
C 2.158 3.875 0.325
H -1.154 -4.201 2.331
H -0.386 -3.860 -2.074

- Charge: +2
- Highest occupied orbital energy (spin up / spin down): -13.07 / -13.07 eV
- Calculated total energy: -170876.937 eV
- ΔE to the lowest compared entry with this formula, charge and spin: 0.0000 eV
- Kohn-Sham gap (spin up / spin down): 6.4470 / 6.4458 eV

Atomic partial charges in e from the Mulliken method, atoms 1 to 4: 1.0092 0.3155 0.3304 -0.7392